This record from OMol25 describes 2 unconnected molecules or ions with the total composition C8H8B2Cl4NO at a distorted geometry. The level of theory is wB97M-V/def2-TZVPD.

total charge: -1
LUMO: 0.3994 eV
HOMO-LUMO gap: 5.739 eV
calculated total energy: -2330.29258 hartree

Each line ends with the Löwdin charge.
Element x y z (Å)
Cl 3.592 -1.777 0.831  0.499
B 2.849 -0.081 1.050  -1.842
Cl 3.185 0.635 2.760  0.441
Cl 3.509 1.150 -0.232  0.493
O 1.397 -0.267 0.892  -0.062
C 0.568 0.652 0.545  -0.036
C -0.840 0.457 0.725  -0.152
C -1.629 1.611 0.922  0.000
C -2.990 1.494 1.141  -0.093
C -3.583 0.219 1.182  -0.662
Cl -5.285 0.093 1.336  0.699
C -2.786 -0.936 1.079  -0.079
C -1.423 -0.824 0.878  0.037
H 0.932 1.652 0.265  0.135
H -1.120 2.576 0.912  0.128
H -3.610 2.383 1.241  0.108
H -3.274 -1.909 1.131  0.112
H -0.788 -1.713 0.845  0.144
H 1.216 -0.377 -1.595  -0.020
B 1.426 -0.957 -2.688  -0.504
H 1.261 -2.175 -2.607  -0.007
H 0.620 -0.594 -3.549  -0.016
C 2.874 -0.713 -3.259  -0.346
N 3.901 -0.601 -3.806  0.023

Force components x, y, z for each atom (eV/Å):
-0.30 0.70 0.18
2.08 0.23 -0.54
-0.36 -0.28 -0.30
-0.39 -0.51 0.62
-2.78 1.76 -0.31
1.97 -1.50 0.93
-0.92 -0.28 0.48
0.50 -0.61 -0.40
-0.41 -0.19 0.01
1.40 0.37 -0.25
-0.24 -0.09 0.09
-0.52 0.16 -0.01
0.36 0.36 -0.06
0.20 -0.46 -0.07
-0.36 -0.12 -0.13
0.12 -0.24 0.06
0.22 0.22 0.04
-0.21 0.33 -0.21
0.04 -0.18 -0.59
-0.76 -0.21 -0.04
0.08 0.23 0.33
0.14 0.19 0.26
1.49 0.18 -0.92
-1.33 -0.07 0.84

***

This record from OMol25 describes a gas-phase ion, C4H10N2O (charge +1) at a distorted geometry. The level of theory is wB97M-V/def2-TZVPD.

total charge: +1
LUMO (alpha / beta): -4.1432 / -8.9616 eV
energy relative to the best compared isomer or geometry (same formula, charge and spin): 122.83 kJ/mol
HOMO-LUMO gap (alpha / beta): 9.240 / 4.420 eV
calculated total energy: -342.82177 hartree
2S+1: 2

Each line ends with the Löwdin charge.
Element x y z (Å)
C -1.765 -0.799 -0.844  -0.244
C -1.160 0.256 0.099  -0.163
C 0.042 1.089 -0.394  -0.053
C 1.387 0.687 0.179  -0.379
N 1.571 0.546 1.471  0.270
O 2.329 0.488 -0.614  0.358
N -2.060 -2.043 -0.065  0.007
H -2.680 -0.355 -1.229  0.117
H -1.086 -1.015 -1.667  0.112
H -0.910 -0.262 1.029  0.104
H -1.891 1.001 0.414  0.126
H -0.085 2.108 -0.016  0.149
H 0.095 1.153 -1.479  0.138
H 2.541 0.611 1.754  0.163
H 0.809 0.696 2.116  0.155
H -2.986 -2.357 -0.329  0.073
H -1.405 -2.672 -0.519  0.068

Force components x, y, z for each atom (eV/Å):
-0.33 0.33 0.92
0.46 -0.15 0.66
-0.48 0.16 -0.43
-0.53 -0.49 0.74
0.49 0.46 -0.65
-0.03 0.27 -0.56
0.63 0.84 -1.31
0.00 -0.21 -0.33
-0.01 0.12 -0.18
0.04 -0.05 -0.06
-0.23 -0.06 -0.17
0.31 0.13 -0.09
0.09 -0.07 -0.02
-0.16 -0.40 0.66
0.08 0.08 0.09
0.01 -0.19 0.13
-0.33 -0.76 0.60

***

This record from OMol25 describes 3 unconnected molecules or ions with the total composition C17H34ClN3O2P. The level of theory is wB97M-V/def2-TZVPD.

total charge: +1
LUMO: -2.5303 eV
HOMO-LUMO gap: 9.073 eV
calculated total energy: -1784.25138 hartree

Each line ends with the Löwdin charge.
Element x y z (Å)
C 4.837 4.162 -0.827  -0.046
C 3.448 4.552 -0.317  -0.170
N 2.600 3.407 0.053  -0.035
C 3.046 2.161 0.441  0.032
C 1.951 1.382 0.694  -0.173
C 1.979 -0.048 1.114  -0.153
C 1.605 -0.977 -0.057  -0.732
C 2.550 -0.874 -1.256  -0.091
Cl 1.502 -2.645 0.541  0.647
N 0.848 2.181 0.477  0.034
C -0.531 1.739 0.680  -0.177
N -1.077 1.087 -0.500  0.055
C 1.258 3.399 0.076  -0.326
P 0.269 4.881 -0.386  0.974
C -0.730 5.297 1.103  -0.277
C -0.902 4.172 -1.609  -0.265
H 5.036 3.098 -0.778  0.059
H 5.593 4.650 -0.228  0.082
H 4.946 4.457 -1.861  0.082
H 2.919 5.109 -1.074  0.083
H 3.529 5.208 0.543  0.127
H 4.075 1.888 0.536  0.134
H 1.280 -0.239 1.922  0.110
H 2.987 -0.277 1.434  0.126
H 0.626 -0.669 -0.392  0.062
H 2.943 -1.852 -1.499  0.063
H 2.009 -0.543 -2.135  0.085
H 3.382 -0.202 -1.083  0.068
H -1.127 2.585 0.999  0.114
H -0.508 1.053 1.520  0.132
H -2.006 1.450 -0.670  0.071
H -1.251 0.112 -0.286  0.039
H -0.694 6.375 1.193  0.029
H -1.768 5.022 0.949  0.041
H -0.350 4.861 2.018  0.042
H -1.543 4.949 -1.999  0.047
H -1.472 3.352 -1.190  0.004
H -0.286 3.747 -2.394  0.048
C -3.191 -2.935 -2.218  -0.010
C -3.494 -2.118 -0.992  -0.477
O -2.986 -1.026 -0.820  0.028
C -4.438 -2.720 0.004  -0.015
H -2.495 -2.397 -2.858  0.082
H -2.751 -3.887 -1.918  0.076
H -4.111 -3.130 -2.771  0.091
H -4.020 -3.660 0.367  0.057
H -5.406 -2.908 -0.463  0.093
H -4.574 -2.039 0.842  0.084
C -2.103 -6.028 2.557  -0.014
C -1.707 -5.776 1.125  -0.484
O -2.399 -5.112 0.384  0.049
C -0.413 -6.388 0.655  -0.019
H -3.050 -5.536 2.768  0.082
H -2.211 -7.099 2.731  0.090
H -1.338 -5.638 3.230  0.088
H -0.455 -7.473 0.756  0.090
H 0.417 -6.011 1.256  0.082
H -0.244 -6.133 -0.388  0.082

Force components x, y, z for each atom (eV/Å):
-0.22 -0.04 0.16
0.31 0.06 -0.08
-0.18 -0.72 0.06
-0.75 -0.03 0.05
0.81 0.39 0.11
-0.40 -0.13 -0.59
0.27 0.73 -0.19
-0.15 -0.34 -0.01
-0.14 -0.19 0.16
0.70 -0.05 0.03
-0.49 -0.53 -0.23
0.04 0.26 0.66
-0.60 0.27 0.09
0.45 0.65 -0.44
-0.10 -0.20 -0.32
0.43 -0.50 0.65
-0.02 -0.14 -0.03
0.23 0.13 -0.01
0.13 0.08 -0.18
-0.22 0.07 -0.12
-0.04 -0.01 0.23
0.21 0.08 -0.01
0.04 0.01 0.29
0.15 -0.08 0.25
-0.32 -0.36 -0.01
0.20 -0.14 -0.01
-0.06 0.22 -0.12
0.15 0.12 0.08
0.08 0.28 -0.09
0.14 -0.03 0.21
-0.04 -0.06 -0.26
-0.11 -0.10 -0.27
0.03 0.21 0.12
-0.17 -0.18 0.13
0.06 -0.11 0.14
-0.11 0.19 -0.09
-0.33 0.11 -0.09
-0.02 0.07 -0.34
0.16 0.19 -0.07
-0.02 -0.13 -0.06
0.08 0.03 0.09
-0.03 0.28 0.20
-0.02 0.01 0.00
-0.12 -0.06 0.02
-0.01 -0.11 0.04
-0.12 -0.04 -0.12
0.04 -0.13 -0.02
-0.02 0.02 -0.03
-0.17 0.13 -0.09
0.03 -0.03 0.01
0.10 -0.05 0.00
-0.08 0.12 -0.19
0.00 0.00 0.00
0.11 -0.01 0.06
0.05 -0.11 0.02
0.07 0.00 0.10
0.01 -0.11 0.07
0.00 0.00 0.00

***

This record from OMol25 describes a molecular structure, C34H41IN7O5ReS4 at a distorted geometry. The level of theory is wB97M-V/def2-TZVPD.

total charge: +3
LUMO (alpha / beta): -10.2080 / -9.6610 eV
energy relative to the best compared isomer or geometry (same formula, charge and spin): 0.00 kJ/mol
HOMO-LUMO gap (alpha / beta): 4.180 / 4.729 eV
calculated total energy: -4047.55856 hartree
2S+1: 2

Each line ends with the Löwdin charge.
Element x y z (Å)
Re 0.095 -0.376 1.148  1.741
N -1.639 6.793 -3.672  0.159
C -1.155 5.736 -2.997  -0.287
C 0.098 5.806 -2.348  0.001
C 0.607 4.707 -1.701  -0.059
C -0.125 3.520 -1.675  -0.318
C -1.371 3.429 -2.297  -0.066
C -1.882 4.522 -2.948  -0.004
S 0.634 2.091 -1.018  0.607
O 1.994 2.418 -0.649  -0.328
O 0.424 0.976 -1.895  -0.300
N -0.151 1.652 0.399  -0.204
C 0.281 2.118 1.592  -0.748
S 0.794 3.656 2.126  1.171
C 1.073 2.973 3.699  -0.313
C 0.775 1.657 3.736  -0.180
N 0.320 1.170 2.532  -0.130
H -1.129 7.657 -3.717  0.121
H -2.522 6.739 -4.145  0.118
H 0.663 6.728 -2.382  0.125
H 1.582 4.734 -1.235  0.115
H -1.911 2.491 -2.289  0.108
H -2.839 4.466 -3.451  0.121
H 1.444 3.595 4.498  0.093
H 0.881 1.001 4.586  0.127
O 2.141 -0.270 0.968  -0.652
S 3.078 -0.340 -0.293  1.102
C 4.510 0.622 0.297  -0.257
C 5.582 -0.348 0.792  -0.190
C 4.867 -1.634 1.197  -0.215
C 3.915 -1.926 0.049  -0.281
H 4.095 1.257 1.078  0.106
H 4.838 1.257 -0.524  0.111
H 6.137 0.081 1.626  0.133
H 6.297 -0.555 -0.005  0.130
H 4.306 -1.461 2.120  0.099
H 5.564 -2.453 1.369  0.136
H 3.153 -2.678 0.249  0.085
H 4.449 -2.193 -0.866  0.115
O 0.120 -1.604 -0.520  -0.677
S -0.144 -2.894 -1.316  1.135
C -1.342 -2.393 -2.558  -0.360
C -1.494 -3.138 -3.718  -0.054
C -2.443 -2.732 -4.642  -0.034
C -3.224 -1.611 -4.397  -0.037
C -3.063 -0.884 -3.227  -0.049
C -2.129 -1.286 -2.285  -0.077
C 1.299 -3.105 -2.356  -0.400
C 1.778 -2.039 -3.106  -0.076
C 2.868 -2.256 -3.935  -0.039
C 3.456 -3.515 -4.003  -0.034
C 2.979 -4.562 -3.225  -0.043
C 1.889 -4.361 -2.390  -0.074
H -0.882 -4.011 -3.910  0.124
H -2.571 -3.298 -5.554  0.125
H -3.965 -1.307 -5.124  0.122
H -3.676 -0.013 -3.038  0.111
H -1.994 -0.751 -1.356  0.075
H 1.300 -1.071 -3.046  0.105
H 3.236 -1.444 -4.549  0.123
H 4.290 -3.684 -4.671  0.124
H 3.442 -5.538 -3.285  0.123
H 1.499 -5.169 -1.781  0.118
C -1.969 -1.185 4.251  0.001
N -2.670 -0.036 3.687  -0.048
C -3.432 0.772 4.646  -0.120
C -3.846 2.093 4.032  -0.125
C -4.477 1.801 2.685  -0.109
N -3.496 1.113 1.847  -0.045
C -3.498 1.402 0.415  0.001
C -2.684 0.195 2.369  -0.399
O -1.935 -0.506 1.556  -0.159
H -1.707 -0.965 5.283  0.104
H -1.066 -1.390 3.691  0.044
H -2.604 -2.073 4.237  0.116
H -2.796 0.941 5.516  0.134
H -4.306 0.211 4.987  0.146
H -2.970 2.730 3.891  0.125
H -4.544 2.609 4.688  0.137
H -4.776 2.719 2.184  0.136
H -5.367 1.178 2.804  0.148
H -3.583 2.479 0.276  0.105
H -4.343 0.911 -0.070  0.114
H -2.571 1.064 -0.034  0.045
I -0.101 -6.481 2.208  0.976
C 0.482 -4.492 2.294  -0.734
C 1.704 -3.978 2.696  -0.085
N 1.640 -2.647 2.548  0.027
N 0.446 -2.263 2.070  -0.168
C -0.272 -3.381 1.915  -0.198
H 2.574 -4.481 3.084  0.142
H 2.356 -1.959 2.719  0.138
H -1.290 -3.331 1.562  0.125

Force components x, y, z for each atom (eV/Å):
-0.82 0.75 0.29
-0.05 -0.03 0.07
0.14 -0.11 0.04
-0.13 -0.02 -0.01
0.01 0.02 0.04
0.30 -0.50 0.51
-0.07 -0.02 -0.06
0.02 0.08 0.06
0.39 1.10 -1.28
-0.20 -0.19 0.23
-0.27 -0.22 0.25
0.42 -1.79 0.31
-0.10 0.98 0.01
0.01 -0.13 0.07
-0.09 -0.17 -0.09
0.22 0.10 0.40
-0.26 -0.62 -0.81
-0.02 0.04 -0.04
-0.01 0.07 -0.04
0.02 0.00 -0.01
0.01 0.11 -0.03
-0.02 0.01 -0.07
-0.01 -0.04 0.00
0.00 -0.03 0.04
-0.04 0.02 0.02
-1.73 0.18 0.56
0.64 -0.57 -0.10
0.00 0.17 -0.14
0.00 -0.14 0.12
0.09 0.16 -0.09
-0.06 0.14 -0.07
-0.05 0.02 -0.01
-0.10 0.05 -0.03
-0.01 0.07 -0.05
0.00 -0.01 0.00
0.07 -0.06 0.04
-0.06 -0.04 -0.02
-0.09 0.04 -0.15
-0.03 0.00 -0.06
-0.06 1.11 0.17
0.10 -0.64 -0.72
0.07 0.24 0.34
0.11 -0.08 0.00
-0.01 -0.08 0.05
-0.01 0.06 -0.03
-0.06 -0.08 0.06
0.10 -0.04 0.01
-0.21 0.06 0.45
0.01 0.06 -0.09
-0.11 0.11 0.05
0.03 -0.06 0.05
0.02 0.00 -0.10
-0.09 -0.05 0.17
0.02 0.02 -0.02
-0.01 0.00 -0.01
0.01 0.02 -0.01
-0.02 -0.01 -0.02
-0.02 0.11 -0.04
-0.06 0.09 -0.05
0.04 -0.03 0.00
0.01 0.01 0.00
0.00 -0.01 0.01
0.00 -0.03 -0.02
-0.07 -0.14 -0.11
0.33 -0.12 -0.34
-0.20 0.29 0.16
0.06 -0.19 -0.11
-0.13 0.14 0.28
0.40 -0.24 -0.14
-0.08 -0.05 -0.07
-0.73 0.77 0.34
2.40 -0.42 -0.10
-0.01 0.04 -0.01
0.07 -0.03 0.06
0.01 0.02 0.02
0.03 -0.06 -0.04
0.04 -0.06 -0.06
-0.04 0.06 0.03
-0.01 -0.01 0.01
0.05 -0.04 -0.09
-0.01 0.01 -0.07
0.00 -0.01 0.01
-0.01 0.03 0.01
-0.03 0.03 -0.03
0.10 0.34 0.05
-0.10 -0.30 0.01
-0.26 -0.18 -0.01
0.03 0.00 0.15
-0.06 -0.14 -0.15
0.17 -0.01 0.09
0.06 0.07 0.00
-0.01 0.01 0.01
0.02 -0.02 -0.06

***

This record from OMol25 describes a molecular structure, C40H46N3O8RbS at a distorted geometry. The level of theory is wB97M-V/def2-TZVPD.

total charge: -2
LUMO: 3.6299 eV
energy relative to the best compared isomer or geometry (same formula, charge and spin): 155.09 kJ/mol
HOMO-LUMO gap: 4.499 eV
calculated total energy: -2740.02350 hartree

Each line ends with the Löwdin charge.
Element x y z (Å)
Rb -0.098 1.496 -0.644  1.082
C -4.008 0.676 -1.500  -0.255
C -3.302 -0.284 -2.248  -0.261
C -2.380 0.399 -3.065  -0.290
C -2.539 1.782 -2.845  -0.310
C -3.545 1.953 -1.875  -0.267
C -4.077 3.246 -1.334  -0.065
C -1.783 2.852 -3.575  -0.066
C -1.433 -0.224 -4.043  -0.067
C -3.541 -1.761 -2.268  -0.081
C -5.107 0.435 -0.513  -0.067
H -5.160 3.347 -1.489  0.066
H -3.608 4.106 -1.814  0.056
H -3.914 3.365 -0.252  0.040
H -1.964 2.822 -4.657  0.069
H -0.698 2.780 -3.454  0.048
H -2.071 3.849 -3.237  0.057
H -1.260 -1.279 -3.810  0.053
H -0.458 0.274 -4.049  0.061
H -1.791 -0.196 -5.081  0.067
H -3.939 -2.113 -3.229  0.069
H -4.260 -2.061 -1.504  0.053
H -2.625 -2.337 -2.092  0.012
H -6.087 0.776 -0.873  0.064
H -4.934 0.955 0.434  0.046
H -5.212 -0.624 -0.273  0.051
C -1.741 1.207 3.927  -0.192
C -2.279 2.248 3.020  -0.181
C -1.268 2.993 2.567  -0.180
C 0.036 2.558 3.227  -0.408
C -0.408 1.326 4.025  -0.146
C 0.505 0.399 4.750  -0.031
C 0.495 3.674 4.175  0.005
C -1.312 4.136 1.607  -0.024
C -3.727 2.403 2.693  -0.032
C -2.594 0.157 4.560  -0.046
H 0.056 0.054 5.686  0.063
H 1.466 0.873 4.927  0.056
H 0.714 -0.481 4.137  0.087
H -0.278 3.824 4.932  0.091
H 0.633 4.602 3.619  0.080
H 1.442 3.401 4.635  0.068
H -2.124 4.832 1.834  0.082
H -1.467 3.798 0.578  0.059
H -0.366 4.674 1.608  0.079
H -4.231 3.074 3.394  0.082
H -4.251 1.447 2.729  0.065
H -3.864 2.810 1.689  0.051
H -2.126 -0.235 5.462  0.062
H -2.758 -0.686 3.885  0.083
H -3.579 0.542 4.830  0.066
O 0.268 -0.929 0.243  -0.655
S -0.141 -1.991 -0.723  0.946
C 0.224 -3.543 0.161  -0.259
C -0.118 -4.766 -0.635  -0.266
C 0.860 -5.717 -0.917  -0.051
C 0.551 -6.843 -1.664  -0.090
C -0.738 -7.027 -2.145  -0.104
C -1.719 -6.085 -1.867  -0.081
C -1.413 -4.964 -1.113  -0.043
C 1.179 -2.022 -1.984  -0.251
C 2.550 -2.265 -1.434  -0.265
C 3.141 -1.373 -0.542  -0.011
C 4.381 -1.654 0.011  -0.042
C 5.057 -2.812 -0.340  -0.085
C 4.488 -3.694 -1.247  -0.098
C 3.239 -3.424 -1.784  -0.074
H -0.393 -3.451 1.057  0.106
H 1.272 -3.513 0.461  0.099
H 1.865 -5.565 -0.549  0.106
H 1.323 -7.573 -1.874  0.097
H -0.977 -7.901 -2.737  0.093
H -2.725 -6.216 -2.240  0.101
H -2.181 -4.233 -0.905  0.102
H 1.080 -1.040 -2.452  0.086
H 0.889 -2.771 -2.723  0.100
H 2.636 -0.462 -0.257  0.106
H 4.806 -0.955 0.718  0.106
H 6.029 -3.019 0.084  0.099
H 5.017 -4.592 -1.538  0.093
H 2.791 -4.114 -2.488  0.105
O 7.026 1.238 1.522  0.021
N 6.596 1.471 0.395  -0.370
O 7.289 1.355 -0.612  0.008
C 5.200 1.838 0.249  -0.196
C 4.684 1.908 -1.019  0.043
C 3.321 2.200 -1.140  -0.114
C 2.533 2.710 -0.030  -0.365
O 1.495 3.369 -0.189  -0.156
C 3.100 2.389 1.297  -0.125
C 4.409 1.988 1.408  0.035
N 2.374 2.580 2.471  -0.190
O 0.935 2.325 2.156  -0.084
O 2.825 1.927 3.524  -0.212
N 2.735 2.025 -2.419  -0.347
O 3.451 1.967 -3.416  0.036
O 1.510 1.857 -2.484  -0.178
H 5.277 1.679 -1.890  0.120
H 4.815 1.824 2.391  0.102

Force components x, y, z for each atom (eV/Å):
-2.27 -0.15 0.70
-0.10 0.02 0.05
0.05 -0.06 0.10
0.11 0.04 -0.01
0.08 0.03 -0.06
0.10 0.05 0.09
-0.05 0.08 0.13
0.03 0.10 -0.05
0.04 -0.06 -0.09
0.03 -0.14 -0.04
-0.09 -0.02 0.09
-0.02 -0.01 -0.01
0.02 0.03 -0.02
-0.01 -0.01 -0.16
-0.03 -0.01 -0.03
0.07 -0.02 0.01
0.00 0.03 0.01
0.01 -0.05 0.02
0.07 0.04 0.00
-0.04 0.01 -0.06
-0.04 0.01 -0.03
-0.03 -0.03 0.07
-0.01 0.00 -0.01
-0.04 0.01 -0.03
0.00 0.02 0.02
0.00 -0.05 0.01
0.18 0.09 0.05
0.13 -0.01 -0.05
-0.05 0.08 0.12
0.01 0.16 -0.30
-0.12 -0.03 -0.16
0.04 0.04 0.02
0.00 -0.06 0.00
-0.01 0.05 -0.08
-0.09 0.04 -0.14
-0.02 -0.04 0.09
0.02 -0.02 0.04
0.10 0.06 0.04
0.02 -0.02 -0.04
0.00 0.01 0.03
0.04 0.02 -0.04
0.03 -0.03 0.04
0.00 0.00 0.02
-0.03 0.02 0.02
0.03 0.00 -0.02
-0.02 0.03 0.07
-0.02 -0.05 -0.02
0.01 -0.01 0.11
0.02 -0.04 0.04
-0.02 -0.07 -0.08
-0.04 0.05 0.03
-0.10 -0.62 0.15
0.16 0.02 0.13
0.02 0.00 -0.01
0.02 0.02 0.00
-0.11 0.03 0.00
-0.04 -0.02 -0.04
0.01 -0.02 -0.01
0.05 -0.05 -0.02
0.10 -0.03 0.01
0.01 -0.06 -0.01
0.00 -0.04 -0.02
-0.03 0.03 0.03
0.00 0.02 -0.01
0.05 0.02 0.06
-0.01 -0.04 -0.04
-0.01 0.05 0.00
-0.01 0.02 -0.02
0.00 0.02 0.00
0.06 0.01 0.02
0.00 -0.03 -0.01
0.00 -0.02 -0.01
-0.02 -0.02 -0.02
-0.06 0.09 0.03
-0.02 0.04 -0.01
0.00 -0.03 -0.03
-0.04 0.02 0.01
0.05 0.04 0.04
0.05 -0.01 0.02
0.02 -0.04 -0.02
-0.03 -0.04 -0.03
-0.02 0.15 -0.18
-0.30 -0.29 0.06
0.12 0.10 0.00
0.51 -0.04 -0.25
-0.04 -0.17 0.17
0.26 0.04 0.09
0.12 0.37 0.29
0.65 0.56 -0.03
-0.23 -0.19 -0.17
-0.21 0.05 0.10
0.07 0.79 0.26
0.03 -0.90 0.05
-0.16 -0.13 -0.03
0.18 0.02 -0.04
-0.09 0.05 0.02
0.85 0.12 -1.03
-0.01 0.01 0.04
-0.03 -0.05 0.01